C10H13BN2O4 | ωB97M-V/def2-TZVPD

## Properties
- ΔE to the lowest compared entry with this formula, charge and spin (eV) = 0.000
- SMILES = O=[N+]([O-])c1cccc(B2OCCNCCO2)c1
- frontier orbital gap (eV) = 8.67
- highest occupied orbital energy (Eh) = -0.3368
- energy (eV) = -22426.52383

```
30
Properties=species:S:1:pos:R:3:forces:R:3
O 3.410 -1.416 4.476 -2.7 0.8 -0.6
O -0.395 -0.497 -1.668 0.3 -0.6 0.9
O -1.309 0.392 0.459 0.4 -0.4 -0.1
O 1.351 -0.589 4.653 1.6 -0.9 -0.8
N -1.086 2.046 -1.921 0.8 0.5 0.3
N 2.306 -1.039 4.008 0.9 0.7 0.7
C -1.695 1.146 -2.868 -0.6 0.5 -0.8
C 3.148 -1.752 1.819 -0.2 -0.5 0.0
C -1.553 -0.306 -2.461 -0.9 -0.8 0.7
C 1.008 -0.672 1.863 0.5 0.6 0.6
C -2.346 1.295 0.113 -0.2 0.3 0.3
C 1.833 -1.544 -0.193 0.2 -0.5 0.9
C -1.841 2.470 -0.746 0.0 -1.2 -0.3
C 0.854 -0.873 0.500 -0.7 0.4 -0.1
C 2.939 -2.032 0.476 0.6 0.5 -0.4
C 2.173 -1.074 2.527 -0.7 -0.8 -0.4
B -0.399 -0.316 -0.281 -0.1 0.5 -0.6
H -1.519 -1.002 -3.309 0.2 0.3 0.1
H -1.212 1.283 -3.846 0.0 0.1 0.2
H -2.681 3.066 -1.072 -0.4 0.1 -0.1
H -2.420 -0.611 -1.862 0.0 0.0 -0.1
H 3.680 -2.549 -0.109 0.3 -0.3 0.2
H 0.247 -0.100 2.350 -0.3 0.0 0.6
H -1.245 3.133 -0.125 0.4 -0.1 0.0
H -2.769 1.390 -3.027 0.6 -0.1 0.2
H -0.192 1.608 -1.661 -0.5 0.8 0.0
H 1.651 -1.742 -1.215 0.2 -0.2 -1.0
H -2.724 1.674 1.059 0.1 0.2 0.2
H 3.987 -2.152 2.357 0.3 0.0 0.0
H -3.201 0.761 -0.296 0.1 -0.1 -0.5
```
Positions in Å, forces in eV/Å.

How positive or negative is each atom? The Mulliken charges in e answer that: O -0.58; O -0.53; O -0.58; O -0.56; N -0.35; N 0.93; C -0.59; C -0.30; C -0.43; C -0.44; C -0.38; C -0.58; C -0.74; C 0.39; C -0.63; C -0.21; B 0.78; H 0.41; H 0.32; H 0.38; H 0.23; H 0.37; H 0.49; H 0.36; H 0.32; H 0.36; H 0.44; H 0.36; H 0.47; H 0.29

---

C16H31N3P2Ru | ωB97M-V/def2-TZVPD

## Properties
- ΔE to the lowest compared entry with this formula, charge and spin (eV) = 1.126
- charge = +3
- 2S+1 = 2
- frontier orbital gap (spin up / spin down) (eV) = 6.33 / 6.82
- highest occupied orbital energy (spin up / spin down) (Eh) = -0.6693 / -0.6782
- energy (eV) = -42698.34154

```
53
Properties=species:S:1:pos:R:3:forces:R:3
Ru -0.366 0.240 -0.293 -0.9 1.2 -2.6
P 2.063 0.303 -0.015 -0.4 -1.3 -0.1
P -0.086 -2.115 0.327 0.2 0.5 1.0
N -1.947 1.501 0.554 1.0 -0.7 -0.1
N -0.343 2.192 -1.514 0.6 -0.5 1.3
N -1.905 -0.001 -1.873 0.6 -0.4 1.0
C 2.964 -0.453 2.513 0.1 0.0 0.0
C 2.977 -1.237 3.659 0.0 0.0 0.0
C -3.151 0.034 -1.068 -0.4 -0.2 -0.1
C 2.084 -2.290 3.793 0.0 0.0 0.0
C 2.562 -0.695 -1.466 0.2 0.2 0.1
C -1.805 0.958 -2.992 0.0 0.1 -0.2
C 1.159 -2.550 2.789 0.0 0.0 -0.1
C -1.521 2.942 0.514 -0.1 0.2 0.2
C 1.133 -1.777 1.633 0.0 -0.2 0.0
C 2.072 -0.728 1.478 -0.1 0.2 0.1
C -0.330 3.159 -0.395 0.1 0.4 -0.2
C 3.382 1.526 0.105 -0.4 0.4 0.1
C -1.574 -2.776 1.119 0.0 -0.1 -0.1
C -3.240 1.227 -0.155 -0.3 0.0 0.1
C 0.565 -3.500 -0.642 -0.2 0.2 -0.3
C -1.432 2.333 -2.492 0.0 0.0 -0.1
H -2.744 0.996 -3.549 0.0 -0.1 0.0
H 1.545 -3.286 -1.057 0.0 0.0 0.0
H 2.996 -0.022 -2.208 0.0 0.0 0.0
H -3.160 -0.880 -0.472 0.0 0.0 0.0
H -1.117 2.943 -3.340 0.0 0.1 0.1
H 0.455 -3.362 2.923 0.0 0.0 0.0
H 3.672 0.361 2.436 0.0 0.0 0.0
H 4.314 0.973 0.244 0.0 0.0 0.0
H 2.097 -2.905 4.683 0.0 0.0 0.0
H -0.120 -3.758 -1.451 0.0 -0.1 0.0
H -0.316 4.201 -0.727 0.0 0.0 -0.1
H -1.030 0.587 -3.664 0.0 0.0 0.0
H 0.590 2.989 0.161 0.0 0.0 0.0
H -1.235 3.273 1.511 -0.1 -0.1 0.1
H 1.725 -1.212 -1.932 0.0 -0.1 0.0
H 0.640 -4.350 0.040 0.0 0.0 0.0
H 3.327 -1.417 -1.171 0.0 0.0 0.0
H -2.057 1.232 1.529 0.0 0.0 0.0
H 3.236 2.228 0.925 0.0 0.0 0.0
H -4.037 0.016 -1.707 0.0 -0.1 -0.1
H -2.273 2.840 -2.030 0.0 0.0 0.0
H -1.845 -0.938 -2.263 0.0 0.0 -0.1
H -2.376 3.548 0.218 0.0 0.0 0.0
H -2.321 -2.985 0.350 0.0 0.0 0.0
H 3.442 2.085 -0.830 0.0 0.0 0.0
H -3.553 2.123 -0.682 0.0 0.0 0.0
H -1.352 -3.720 1.617 0.0 0.0 0.0
H 3.687 -1.025 4.447 0.0 0.0 0.0
H 0.552 2.232 -1.993 -0.1 0.1 0.0
H -4.025 1.011 0.571 0.0 0.1 0.1
H -1.981 -2.072 1.844 0.0 0.0 0.0
```
Positions in Å, forces in eV/Å.

How positive or negative is each atom? The Mulliken charges in e answer that: Ru -0.24; P 1.54; P 1.28; N -0.16; N -0.06; N -0.10; C -0.77; C -0.85; C -0.45; C -0.86; C -1.24; C -0.73; C -0.85; C -0.74; C 0.35; C 0.61; C -0.26; C -1.52; C -1.47; C -0.71; C -1.35; C -0.75; H 0.32; H 0.38; H 0.48; H 0.16; H 0.50; H 0.37; H 0.42; H 0.54; H 0.45; H 0.45; H 0.49; H 0.45; H 0.04; H 0.48; H 0.35; H 0.46; H 0.41; H 0.38; H 0.47; H 0.47; H 0.24; H 0.27; H 0.34; H 0.41; H 0.48; H 0.26; H 0.54; H 0.45; H 0.33; H 0.52; H 0.43

---

C5H13N3 | ωB97M-V/def2-TZVPD

## Properties
- ΔE to the lowest compared entry with this formula, charge and spin (eV) = 4.777
- frontier orbital gap (eV) = 8.60
- highest occupied orbital energy (Eh) = -0.2801
- energy (eV) = -9861.58973

```
21
Properties=species:S:1:pos:R:3:forces:R:3
N 0.823 -0.032 -0.468 -1.4 -0.2 -1.4
N -1.954 -0.560 0.165 -1.9 -0.9 0.0
N 1.467 -0.786 0.336 1.4 1.0 0.9
C 0.954 -0.535 1.684 -2.7 -0.2 0.7
C -2.385 1.824 -0.131 1.0 0.4 1.7
C 2.598 -1.450 0.297 0.8 -1.6 -2.0
C 1.086 -0.042 -1.891 0.1 2.5 0.0
C -2.723 0.441 0.280 0.6 -1.7 1.7
H 3.052 -1.891 -0.625 -0.7 1.1 0.6
H 1.308 0.466 2.069 -0.6 -1.2 -0.6
H -0.251 -0.606 1.518 3.1 0.4 0.9
H -1.180 -0.429 -0.443 1.1 0.7 -0.4
H 1.280 -1.370 2.325 -0.2 0.6 -0.1
H 2.019 -0.510 -2.169 0.2 -0.5 -0.3
H -3.292 2.185 -0.549 -0.5 1.1 -0.7
H -1.496 1.804 -0.841 -1.2 0.4 1.1
H -3.602 0.186 0.950 0.6 1.0 -0.8
H -2.196 2.414 0.898 -0.2 -1.1 -2.5
H 3.042 -1.818 1.192 -0.3 -0.1 0.6
H 0.197 -0.408 -2.502 1.2 0.4 0.8
H 1.255 1.117 -2.093 -0.5 -2.3 -0.2
```
Positions in Å, forces in eV/Å.

How positive or negative is each atom? The Mulliken charges in e answer that: N -0.78; N -0.77; N 0.50; C -0.66; C -0.73; C -0.20; C -0.83; C 0.05; H 0.19; H 0.24; H 0.19; H 0.36; H 0.33; H 0.43; H 0.35; H 0.18; H 0.35; H 0.19; H 0.19; H 0.18; H 0.22

---

C11H6CoN2O4 | ωB97M-V/def2-TZVPD

## Properties
- charge = +2
- 2S+1 = 4
- frontier orbital gap (spin up / spin down) (eV) = 6.99 / 5.77
- highest occupied orbital energy (spin up / spin down) (Eh) = -0.5533 / -0.6487
- energy (eV) = -60281.99900

```
24
Properties=species:S:1:pos:R:3:forces:R:3
Co -0.004 -0.056 -0.131 0.1 2.7 0.4
O -0.427 -2.914 -0.296 0.4 3.5 0.3
O 2.667 1.316 -0.824 -3.0 -1.3 0.8
O 0.950 -0.414 2.642 -1.0 0.1 -3.3
O -1.111 0.346 -2.837 1.5 -0.9 3.0
N -1.671 3.757 0.185 0.1 -0.2 -0.1
N -0.934 1.693 0.316 -0.9 0.5 1.1
C 1.676 0.791 -0.581 4.3 0.9 -1.2
C -3.777 2.804 3.126 -0.1 -1.7 0.9
C -3.300 3.679 2.136 0.5 0.9 -1.0
C 0.575 -0.285 1.558 2.0 0.1 7.1
C -3.322 1.477 3.204 -0.7 0.8 0.4
C -2.366 0.983 2.308 0.2 -0.5 0.0
C -0.836 2.838 -0.356 -1.2 0.7 1.1
C -0.237 -1.777 -0.234 -0.2 -8.4 -0.9
C -0.625 0.128 -1.814 -3.0 1.7 -6.6
C -1.869 1.865 1.342 0.9 1.6 -1.9
C -2.341 3.182 1.261 0.5 -0.4 -0.5
H -1.999 -0.044 2.318 -0.3 0.2 0.3
H -3.719 0.821 3.976 0.1 0.2 -0.2
H -3.638 4.711 2.025 -0.1 -0.3 0.3
H -1.798 4.705 -0.157 0.1 -0.1 0.0
H -4.516 3.150 3.849 0.2 0.0 -0.2
H -0.200 3.046 -1.214 -0.2 -0.1 0.2
```
Positions in Å, forces in eV/Å.

How positive or negative is each atom? The Mulliken charges in e answer that: Co 0.05; O -0.19; O -0.15; O -0.23; O -0.22; N 0.02; N -0.13; C 0.28; C -0.44; C -0.60; C 0.65; C -0.86; C -0.22; C -0.26; C 0.06; C 0.52; C 0.94; C 0.35; H 0.45; H 0.44; H 0.46; H 0.26; H 0.45; H 0.41